(1)
13
Properties=species:S:1:pos:R:3:forces:R:3:lowdin_charge:R:1 method="wB97M-V/def2-TZVPD" orbital_gap_ev=9.49 charge=+1 spin_multiplicity=1 homo_energy_ev=-15.330 e_above_lowest_ev=2.7534 total_energy_ev=-6768.4162
C -2.17019 0.31264 0.18664 -1.376 -0.778 -0.893 -0.282
C 1.78442 -0.21769 0.48118 1.904 1.226 -2.544 -0.092
C -0.95212 0.74366 -0.49657 3.531 -1.453 -0.768 0.190
N 0.59367 -0.70052 -0.18523 -0.851 2.331 -2.874 0.061
O -2.44032 -0.79100 0.55013 0.513 -0.191 0.566 0.120
H -2.96455 1.07702 0.07579 0.104 0.382 0.365 0.155
H 2.56688 -0.93238 0.48281 0.378 -1.543 0.157 0.089
H 2.37614 0.58131 -0.06641 -1.548 -0.290 0.533 0.132
H 1.57799 0.01883 1.44783 -0.540 1.039 2.686 0.064
H -0.93522 0.61163 -1.61302 -0.233 0.396 1.191 0.138
H -0.44001 1.62142 -0.09499 -0.049 -0.150 -0.262 0.115
H 0.91086 -0.99041 -1.18326 -1.546 -0.071 2.329 0.191
H 0.09244 -1.33451 0.41512 -0.287 -0.898 -0.486 0.118

(2)
15
Properties=species:S:1:pos:R:3:forces:R:3:lowdin_charge:R:1 method="wB97M-V/def2-TZVPD" orbital_gap_ev=12.37 charge=0 smiles=CC(C)CC#N spin_multiplicity=1 homo_energy_ev=-11.470 e_above_lowest_ev=0.4336 total_energy_ev=-6820.5613
C -0.31794 -0.57536 -1.47653 -0.061 0.037 -0.039 -0.083
C 0.00592 -0.58162 0.03008 -0.007 0.002 -0.010 -0.385
C 1.40567 0.04045 0.27476 0.062 -0.027 0.035 -0.073
C -1.13260 0.13281 0.84699 0.066 0.000 -0.046 -0.146
C -0.81272 1.55516 0.96919 0.409 0.946 0.005 -0.243
N -0.34695 2.61236 1.02938 -0.799 -0.748 0.011 0.149
H -1.39551 -0.59043 -1.66963 0.120 -0.085 0.030 0.070
H 0.11850 -1.44539 -1.98116 0.006 0.172 0.149 0.080
H 0.09512 0.31678 -1.96013 -0.158 -0.066 0.102 0.079
H 0.01249 -1.62162 0.37844 -0.061 0.188 -0.077 0.124
H 1.90106 0.27748 -0.67319 -0.069 -0.230 0.131 0.077
H 2.07694 -0.59391 0.85758 -0.156 -0.078 -0.075 0.074
H 1.32724 0.99344 0.79801 0.132 -0.157 -0.011 0.045
H -1.26196 -0.26993 1.86135 0.261 0.035 -0.234 0.121
H -2.10654 0.01541 0.35518 0.255 0.009 0.029 0.111

(3)
106
Properties=species:S:1:pos:R:3:forces:R:3:lowdin_spin:R:1 method="wB97M-V/def2-TZVPD" orbital_gap_ev="4.83 / 3.86" charge=+2 spin_multiplicity=4 homo_energy_ev="-10.729 / -10.729" e_above_lowest_ev=0.0000 total_energy_ev=-152626.5166
Re -0.25648 0.25998 0.38393 0.636 0.066 -0.637 2.289
Cl -6.15212 -0.00590 3.64358 0.008 0.015 0.010 0.004
C -4.47995 0.09225 3.28876 -0.082 -0.034 -0.116 0.013
C -3.53690 0.08129 4.32015 0.054 -0.009 0.102 0.013
Cl -4.04912 -0.02751 5.95137 0.005 0.006 -0.026 0.004
C -2.16875 0.14611 4.03661 -0.069 0.006 -0.060 0.010
Cl -0.97047 0.13210 5.25994 0.021 0.007 0.017 0.002
C -1.77069 0.20830 2.71302 0.003 -0.055 -0.048 0.020
O -0.48020 0.26209 2.30640 -0.132 -0.030 0.561 0.181
C -2.71281 0.18947 1.68540 0.113 -0.035 -0.124 0.021
O -2.18978 0.19761 0.42716 -0.586 -0.022 0.242 0.188
C -4.06768 0.15051 1.95319 -0.009 -0.052 0.099 0.010
Cl -5.17091 0.11206 0.63999 0.022 0.011 0.021 0.002
O 2.28420 1.55866 0.81906 0.044 -0.002 -0.118 0.031
N 1.84126 0.24670 0.60103 -0.010 0.042 0.116 0.001
C 2.75936 -0.64362 0.73142 -0.042 0.064 -0.065 0.052
C 2.64880 -2.08775 0.62289 0.022 0.023 0.090 0.001
C 3.87614 -2.75356 0.71609 -0.019 -0.088 -0.004 0.012
C 3.94942 -4.13427 0.64301 0.023 0.083 0.005 -0.002
C 2.78867 -4.86991 0.48152 -0.037 -0.042 0.004 0.013
C 1.56244 -4.22469 0.38593 0.023 0.047 -0.010 0.000
C 1.47289 -2.84025 0.45980 0.069 -0.003 -0.033 0.009
P -0.19667 -2.17099 0.25295 -0.069 -0.133 -0.224 0.010
C -0.76589 -2.90450 -1.29636 -0.119 -0.127 0.240 0.003
C -1.85205 -3.78194 -1.34740 -0.142 0.106 -0.009 -0.001
C -2.26060 -4.31115 -2.56408 0.054 0.041 0.038 0.000
C -1.58037 -4.00040 -3.73176 -0.042 -0.154 -0.043 -0.001
C -0.44567 -3.19997 -3.66852 -0.006 0.111 0.010 0.000
C -0.04239 -2.65434 -2.46381 0.132 0.068 -0.126 -0.001
C -1.16979 -2.77021 1.64451 0.048 -0.064 0.002 0.003
C -2.56308 -2.82321 1.57425 -0.043 0.062 0.050 0.001
C -3.29468 -3.22616 2.68003 -0.009 0.051 0.011 0.000
C -2.64677 -3.54512 3.86490 -0.021 -0.003 0.028 -0.001
C -1.26373 -3.46620 3.94714 0.007 0.001 -0.007 0.001
C -0.52349 -3.08385 2.84045 -0.003 0.010 0.024 -0.001
H 2.66234 1.55169 1.75982 0.010 -0.098 0.024 0.000
H 3.74964 -0.25391 0.94606 0.010 -0.048 -0.023 0.001
H 4.78208 -2.17716 0.84876 0.019 0.018 0.003 0.000
H 4.90664 -4.63056 0.71104 0.025 -0.005 0.005 0.000
H 2.82803 -5.94894 0.42438 0.010 -0.014 -0.007 0.001
H 0.66611 -4.81530 0.24087 -0.026 0.016 -0.005 0.000
H -2.39235 -4.05320 -0.45299 0.054 -0.057 -0.077 0.000
H -3.12178 -4.96387 -2.59870 -0.003 -0.018 0.005 0.000
H -1.92568 -4.37274 -4.68777 0.006 0.090 -0.031 0.000
H 0.10415 -2.98510 -4.57391 0.013 -0.001 -0.044 0.000
H 0.85479 -2.04627 -2.44027 0.044 0.108 0.045 0.000
H -3.08353 -2.55431 0.66421 -0.008 0.087 0.054 0.000
H -4.37316 -3.28451 2.61448 -0.016 -0.001 0.003 0.000
H -3.22149 -3.85625 4.72689 -0.009 -0.004 0.011 0.000
H -0.75919 -3.71047 4.87157 0.009 -0.002 0.013 0.000
H 0.55481 -3.03096 2.91857 0.020 0.003 -0.019 0.000
O -3.44134 -1.93242 -8.39417 -0.150 -0.049 -0.009 0.000
S -2.47204 -2.62305 -7.58202 0.285 0.360 -0.125 0.000
O -2.86316 -2.84961 -6.19835 -0.086 -0.136 0.102 0.000
O -1.75223 -3.71122 -8.19195 0.024 -0.191 -0.005 0.000
C -1.17289 -1.34631 -7.39425 -0.105 -0.278 -0.163 -0.001
N -0.33606 -1.05256 -8.39277 -0.001 -0.071 -0.247 0.005
C 0.62389 -0.18750 -8.14014 0.258 0.160 0.097 0.000
C 0.82210 0.40782 -6.88420 -0.298 -0.125 -0.119 0.006
C -0.12934 0.06511 -5.94279 0.269 -0.039 0.106 0.001
N -1.11054 -0.78678 -6.20899 -0.102 0.211 0.574 0.003
C -0.13052 0.42556 -4.50137 -0.206 0.067 -0.181 0.020
C 0.99352 0.82414 -3.78307 0.158 -0.117 0.125 0.001
C 0.94287 0.82627 -2.40741 0.049 -0.053 -0.038 0.021
N -0.17731 0.52032 -1.72077 -0.100 0.044 -0.043 0.026
C -1.30880 0.27297 -2.42265 0.024 -0.206 -0.145 0.017
C -1.31587 0.20617 -3.78998 0.009 0.072 -0.039 -0.003
H 1.30002 0.03801 -8.95859 -0.032 0.019 -0.008 0.000
H 1.64287 1.08659 -6.70738 0.033 0.031 0.028 0.000
H 1.93505 1.02163 -4.27700 0.001 0.025 -0.004 0.000
H 1.82338 1.03872 -1.81472 0.019 0.013 -0.036 0.001
H -2.19092 0.03418 -1.84487 -0.043 0.037 0.007 0.000
H -2.19692 -0.10616 -4.33616 -0.025 -0.004 0.046 0.000
C -0.16213 4.93439 -0.55765 -0.032 0.068 0.019 0.000
C 0.11205 3.41780 -0.58950 0.100 0.030 -0.046 0.002
N -0.66046 2.70643 0.45347 0.103 0.054 0.007 0.005
C -0.26578 3.22642 1.78285 -0.049 -0.056 0.135 0.003
C -0.49120 4.74918 1.87030 -0.024 0.076 -0.022 0.000
N -1.09809 5.20532 0.57731 -0.003 0.052 0.009 0.000
C -2.39567 4.49444 0.34476 -0.017 0.075 0.035 0.000
C -2.10070 2.98556 0.23885 -0.079 -0.034 -0.033 0.002
H -0.65048 5.29012 -1.46335 0.041 -0.011 -0.008 0.000
H 0.73708 5.52389 -0.38829 0.007 -0.031 -0.012 0.000
H 1.16710 3.21294 -0.42057 -0.021 0.001 -0.027 0.001
H -0.16945 3.02072 -1.56074 -0.002 -0.019 0.007 0.000
H 0.77825 2.97755 1.95196 -0.029 0.009 0.027 0.000
H -0.85618 2.70914 2.53708 0.024 0.019 -0.006 0.000
H 0.43362 5.30780 2.00413 0.001 -0.030 0.008 0.000
H -1.18587 5.02392 2.66216 0.036 -0.020 0.018 0.000
H -1.27577 6.20865 0.62925 0.003 -0.019 0.004 0.000
H -2.83832 4.90460 -0.56114 0.002 -0.022 0.005 0.000
H -3.03991 4.73242 1.18990 -0.032 -0.033 -0.041 0.000
H -2.38271 2.59938 -0.73895 -0.010 -0.002 0.004 0.000
H -2.68081 2.45265 0.98587 0.020 0.012 -0.009 0.000
S 3.02185 0.94675 3.68533 -0.048 0.162 0.005 0.003
C 4.14369 2.04891 4.32788 -0.056 -0.152 -0.043 0.001
N 3.99776 2.66608 5.49571 0.028 -0.090 -0.006 0.000
C 5.17001 3.45012 5.87827 0.040 0.044 0.065 0.000
C 6.15700 3.13882 4.73230 0.073 0.044 0.026 0.000
N 5.31674 2.40451 3.78081 -0.066 -0.053 0.016 0.000
H 3.20363 2.48455 6.08459 -0.003 0.035 0.013 0.000
H 5.54883 3.13174 6.84775 0.004 0.023 -0.014 0.000
H 4.92433 4.50996 5.93151 0.000 -0.004 -0.016 0.000
H 6.98616 2.51450 5.06585 -0.014 0.022 0.012 0.000
H 6.55853 4.04380 4.28239 0.005 -0.019 0.003 0.000
H 5.70756 1.82532 3.05799 0.017 0.057 -0.034 0.000

(4)
13
Properties=species:S:1:pos:R:3:forces:R:3:lowdin_charge:R:1 method="wB97M-V/def2-TZVPD" orbital_gap_ev=5.75 charge=-1 smiles="[O-]/C=C/CCO" spin_multiplicity=1 homo_energy_ev=-1.941 e_above_lowest_ev=3.0543 total_energy_ev=-8355.0221
O 1.51604 0.92364 2.29729 1.090 0.485 0.961 -0.202
C 0.93027 0.63887 1.23146 -0.404 0.062 1.026 -0.498
C -0.16151 -0.18744 1.13712 1.495 -0.346 2.968 -0.242
C -0.87450 -0.26353 -0.09634 -2.523 -4.350 -1.019 -0.321
C -0.10048 -0.65325 -1.39891 -2.829 2.435 0.649 -0.213
O -1.00371 -0.48513 -2.58439 -0.024 0.532 0.564 -0.167
H 1.30695 1.19383 0.34877 -0.125 -0.235 -0.624 0.086
H -0.60302 -0.47784 2.17234 0.664 0.208 -2.070 0.102
H -1.71470 -1.10203 0.08153 1.251 1.911 -0.772 0.135
H -1.31639 0.67454 -0.22940 -1.417 1.556 -1.129 0.060
H 0.54184 0.18871 -1.47350 1.667 -0.024 -0.314 0.071
H 0.33030 -1.63032 -1.29702 0.173 -0.342 -0.568 0.101
H -1.40629 0.43717 -2.54590 0.982 -1.893 0.327 0.088

(5)
74
Properties=species:S:1:pos:R:3:forces:R:3:lowdin_charge:R:1 method="wB97M-V/def2-TZVPD" orbital_gap_ev=7.83 charge=0 smiles="CCOc1cc(N2CCOCC2)c(OCC)cc1NC(=O)CN1C(=O)NC2(CCCCCCC2)C1=O" spin_multiplicity=1 homo_energy_ev=-7.226 e_above_lowest_ev=0.0000 total_energy_ev=-45825.5075
C -0.67578 3.08412 1.15286 -0.122 -0.316 -0.322 -0.062
C -1.28014 2.34031 -0.02758 -0.059 0.400 0.106 -0.255
O -0.87080 0.98882 0.04673 0.039 -0.377 -0.029 -0.066
C -1.40284 0.10481 -0.86574 0.041 -0.189 -0.055 -0.197
C -2.15962 0.46220 -1.96515 0.171 -0.076 0.169 0.051
C -2.65982 -0.48138 -2.86518 0.132 -0.392 0.323 -0.152
N -3.45551 0.00593 -3.90720 -0.122 0.032 -0.271 -0.100
C -2.84976 0.89853 -4.87616 -0.201 0.216 -0.220 -0.137
C -3.94940 1.76907 -5.48834 0.374 0.066 0.066 -0.198
O -4.94722 0.97915 -6.09057 0.005 -0.002 -0.172 -0.133
C -5.50959 0.08676 -5.15499 -0.017 -0.346 0.215 -0.191
C -4.44874 -0.83353 -4.54199 -0.453 0.242 -0.203 -0.145
C -2.36946 -1.84074 -2.64509 0.001 0.471 -0.063 -0.183
O -2.79562 -2.73725 -3.58618 0.050 0.330 0.035 -0.077
C -2.67847 -4.12624 -3.34257 -0.091 -0.386 0.099 -0.234
C -3.67779 -4.64032 -2.31124 0.225 0.279 -0.208 -0.056
C -1.63431 -2.20132 -1.52416 0.043 -0.116 -0.008 0.063
C -1.15451 -1.25499 -0.63351 -0.211 0.113 -0.185 -0.131
N -0.41056 -1.59699 0.50358 0.040 0.598 -0.020 0.166
C -0.20395 -2.82390 1.03070 0.292 0.047 0.403 -0.437
O -0.67232 -3.86151 0.61933 -0.084 -0.204 -0.028 0.080
C 0.68563 -2.80368 2.28178 -0.047 -0.344 -0.082 -0.012
N 1.73086 -1.81251 2.23040 -0.197 -0.258 -0.079 0.059
C 2.77781 -1.85344 1.28942 0.092 0.115 0.011 -0.486
O 2.90666 -2.67544 0.42481 -0.099 -0.410 -0.242 0.124
N 3.56602 -0.79182 1.56803 0.221 0.236 -0.009 0.168
C 3.13146 -0.02009 2.71290 0.086 0.212 0.164 -0.353
C 4.13855 -0.12357 3.87264 -0.038 0.002 -0.046 -0.106
C 5.39658 0.74463 3.76835 -0.176 -0.096 0.284 -0.178
C 5.31481 2.13669 4.41186 0.176 0.095 -0.308 -0.191
C 4.81739 3.26447 3.50130 -0.141 0.098 0.207 -0.211
C 3.31368 3.54862 3.55895 0.049 -0.103 -0.060 -0.200
C 2.39965 2.32854 3.44127 0.094 0.185 -0.092 -0.176
C 2.76310 1.40545 2.27307 -0.164 -0.105 0.299 -0.089
C 1.86552 -0.78099 3.11250 0.199 0.109 0.001 -0.375
O 1.12040 -0.53491 4.02783 -0.082 0.133 0.161 0.124
H -1.05149 4.10305 1.17553 -0.017 0.117 0.018 0.080
H -0.94428 2.58512 2.08060 -0.022 -0.007 0.117 0.082
H 0.40706 3.11053 1.06658 0.128 0.031 0.028 0.062
H -0.93682 2.78841 -0.97037 -0.096 -0.089 0.065 0.126
H -2.37621 2.39703 0.01042 0.107 -0.036 -0.071 0.130
H -2.40021 1.49627 -2.15036 -0.071 0.105 0.028 0.111
H -2.10020 1.52451 -4.39271 -0.011 0.005 -0.034 0.119
H -2.36290 0.32351 -5.68167 0.043 0.067 0.034 0.134
H -3.54762 2.40825 -6.27675 0.013 0.002 0.080 0.124
H -4.39613 2.39565 -4.70028 0.070 -0.030 -0.049 0.126
H -6.25561 -0.49368 -5.70008 0.010 -0.002 0.074 0.124
H -6.00313 0.65544 -4.35162 0.015 -0.072 -0.049 0.126
H -4.91244 -1.47424 -3.79362 -0.016 -0.028 -0.066 0.131
H -4.01438 -1.46028 -5.33406 -0.078 0.001 0.085 0.129
H -1.65398 -4.38585 -3.05211 -0.050 0.031 -0.085 0.120
H -2.88505 -4.57811 -4.31737 0.114 0.013 0.145 0.124
H -3.59686 -5.72106 -2.23768 -0.007 -0.133 0.039 0.078
H -3.48372 -4.20917 -1.33295 -0.021 -0.018 0.116 0.070
H -4.69008 -4.38109 -2.61322 -0.096 -0.007 -0.021 0.077
H -1.39795 -3.23052 -1.32297 -0.035 -0.062 -0.009 0.096
H -0.05404 -0.79065 0.99914 0.039 -0.201 0.018 0.140
H 0.07203 -2.58086 3.16057 0.088 -0.033 -0.108 0.141
H 1.12042 -3.80172 2.38638 -0.135 0.138 -0.057 0.144
H 4.41905 -0.61435 1.06777 -0.052 -0.091 -0.075 0.163
H 3.61888 0.09163 4.80708 0.001 -0.019 0.037 0.117
H 4.44047 -1.17411 3.91586 -0.089 0.009 0.034 0.129
H 5.70194 0.84063 2.72467 0.144 0.007 -0.095 0.109
H 6.19346 0.20043 4.28000 0.013 -0.015 -0.105 0.109
H 4.70097 2.09115 5.31215 0.003 -0.026 0.148 0.115
H 6.32675 2.39752 4.73004 -0.044 -0.006 0.070 0.106
H 5.12435 3.05466 2.47467 0.067 0.030 -0.046 0.099
H 5.32346 4.18962 3.78727 0.031 -0.001 -0.095 0.107
H 3.08611 4.04552 4.50441 -0.012 0.097 -0.004 0.112
H 3.07693 4.25367 2.75775 -0.050 0.083 0.026 0.110
H 2.41985 1.76598 4.37105 -0.081 -0.007 0.074 0.101
H 1.37569 2.68462 3.32480 -0.034 -0.078 0.087 0.099
H 3.60531 1.81432 1.71606 0.050 -0.038 -0.103 0.113
H 1.92845 1.32466 1.57235 0.057 0.001 -0.096 0.112

(6)
19
Properties=species:S:1:pos:R:3:forces:R:3:lowdin_charge:R:1 method="wB97M-V/def2-TZVPD" orbital_gap_ev=10.02 charge=0 spin_multiplicity=1 homo_energy_ev=-9.128 e_above_lowest_ev=4.7142 total_energy_ev=-8459.6397
C -1.30723 -1.08243 -0.83368 -4.486 1.482 0.988 -0.153
O -1.02795 -0.49909 -2.42912 0.266 -1.821 3.152 -0.148
C -1.57405 0.19156 -0.02843 1.714 -0.305 -0.971 -0.172
C -0.34441 1.16696 0.01459 -0.813 -1.993 1.366 -0.153
C 0.90871 0.41890 0.41677 1.578 0.224 -1.354 -0.368
C 1.77897 0.13169 -0.57258 -0.283 0.575 0.285 0.033
C 1.33380 0.05999 1.82734 -0.586 0.551 -0.990 -0.054
H -2.26126 -1.58999 -0.93178 -0.088 -0.043 -0.395 0.110
H -0.69245 -1.88128 -0.40068 0.935 0.503 -0.314 0.134
H -0.47320 -1.05839 -1.72833 2.756 0.426 -3.649 -0.016
H -1.81589 -0.16051 0.97535 -0.469 0.457 0.097 0.114
H -2.33995 0.71939 -0.59571 -0.490 -0.205 0.618 0.115
H -0.59718 1.85445 0.81158 0.117 0.623 -0.004 0.107
H -0.20670 1.66571 -0.93373 -0.055 0.049 -0.066 0.107
H 1.48350 0.20838 -1.61443 0.110 0.391 0.025 0.061
H 2.83892 0.00240 -0.37477 -0.170 -0.819 0.064 0.061
H 0.68591 -0.73506 2.17557 -0.191 -0.104 0.452 0.073
H 2.33903 -0.34527 1.74954 0.087 0.121 0.345 0.071
H 1.27141 0.93258 2.47250 0.068 -0.113 0.351 0.077

| no. | strongest force on any atom (eV Å⁻¹) |
| --- | --- |
| 1 | 3.9 |
| 2 | 1.1 |
| 3 | 0.9 |
| 4 | 5.1 |
| 5 | 0.6 |
| 6 | 4.8 |